Entry 1:
DFT (ωB97M-V/def2-TZVPD) results for a single C3H9NO2S molecule.

Last column: Löwdin charge in e.
Element x y z (Å)
C  1.958  1.084  -0.879  -0.283
C  -2.092  -0.366  -0.048  -0.312
C  -0.783  -0.097  -0.902  -0.177
N  1.229  -0.718  1.062  -0.067
O  0.251  1.699  0.901  -0.353
O  -2.114  0.284  1.158  -0.069
S  0.742  0.630  0.057  0.727
H  1.849  2.078  -1.054  -0.027
H  2.281  0.580  -1.805  0.036
H  -2.979  -0.103  -0.636  0.111
H  -2.121  -1.473  0.143  0.123
H  -0.929  0.620  -1.676  0.067
H  -0.379  -1.008  -1.381  0.089
H  0.515  -0.995  1.675  0.032
H  1.636  -1.506  0.616  0.049
H  -1.702  1.134  0.994  0.055

Net charge: 0
DFT total energy in eV: -19673.5020
Molecular weight in Da: 123.2
Relative energy (zero: lowest compared OMol25 entry of this formula, charge and spin) in kcal per mole: 113.3
HOMO-LUMO gap in eV: 9.0
SMILES string: C=[S@@](N)(=O)CCO

Entry 2:
DFT (ωB97M-V/def2-TZVPD) results for a single C4H4N2O molecule.

Last column: Löwdin charge in e.
Element x y z (Å)
N  -2.098  -0.147  -2.376  0.160
C  -1.090  -0.045  -1.820  -0.163
C  0.197  -0.010  -1.111  -0.198
O  0.190  0.996  -0.119  -0.123
C  0.654  0.562  1.134  -0.193
C  -0.182  -0.537  1.660  -0.182
N  -0.857  -1.416  1.984  0.170
H  1.013  0.174  -1.817  0.134
H  0.327  -1.008  -0.676  0.123
H  1.697  0.219  1.094  0.135
H  0.594  1.424  1.800  0.136

Net charge: 0
DFT total energy in eV: -9238.7310
Molecular weight in Da: 96.1
Relative energy (zero: lowest compared OMol25 entry of this formula, charge and spin) in kcal per mole: 40.5
HOMO-LUMO gap in eV: 12.1
SMILES string: N#CCOCC#N

Entry 3:
DFT (ωB97M-V/def2-TZVPD) results for 2 unconnected molecules or ions with the total composition C4H7P.

Last column: Löwdin charge in e.
Element x y z (Å)
C  -1.885  -0.898  -0.350  -0.018
C  -1.244  -0.047  0.478  -0.349
C  -0.613  -1.268  0.138  0.041
C  -1.219  1.257  1.024  -0.063
P  2.996  -0.317  -1.314  0.587
H  -2.857  -1.081  -0.791  0.096
H  3.097  -1.734  -1.678  -0.156
H  -1.207  1.836  0.084  0.105
H  -0.262  1.522  1.693  0.134
H  -2.072  1.432  1.614  0.063
H  3.586  -0.435  -0.017  -0.182
H  1.681  -0.268  -0.881  -0.257

Net charge: 0
DFT total energy in eV: -13544.9781
Molecular weight in Da: 86.1
Relative energy (zero: lowest compared OMol25 entry of this formula, charge and spin) in kcal per mole: 99.1
HOMO-LUMO gap in eV: 9.5
SMILES string: CC1=C=C1.P